Entry P
Entry from the OMol25 dataset: a cluster of 3 separate species, C2H11NO2 in total (ωB97M-V with the def2-TZVPD basis set).

```
16
Properties=species:S:1:pos:R:3:mulliken_charge:R:1
C -1.007 1.205 0.789 -1.055
C -0.847 -0.348 0.651 -0.211
N 0.570 -0.760 0.850 -0.611
H -1.390 1.417 1.788 0.256
H -1.833 1.607 0.200 0.316
H -0.053 1.623 0.485 0.363
H -1.134 -0.576 -0.368 0.234
H -1.459 -0.836 1.402 0.209
H 1.069 0.099 1.085 0.189
H 1.020 -1.071 0.007 0.238
H 1.356 -3.593 2.804 0.324
H 1.246 -2.135 2.174 0.444
O 1.654 -2.676 2.865 -0.695
H -0.255 2.298 -5.471 0.321
H 0.901 2.057 -4.393 0.320
O 0.163 1.688 -4.870 -0.641
```

Output
Gap between HOMO and LUMO   10.602 eV
Net charge   0
Highest occupied orbital energy   -9.91 eV
SMILES string   CCN.O.O

---

Entry Q
Entry from the OMol25 dataset: a cluster of 3 separate species, C2H11NO2 in total (ωB97M-V with the def2-TZVPD basis set).

```
16
Properties=species:S:1:pos:R:3:mulliken_charge:R:1
C 1.006 -2.302 -0.337 -0.792
N 1.002 -2.466 1.103 -0.357
C 0.026 -1.600 1.736 -0.870
H 0.149 -2.795 -0.805 0.266
H 0.896 -1.274 -0.704 0.282
H 1.934 -2.720 -0.726 0.314
H 1.894 -2.269 1.506 0.248
H -0.056 -0.558 1.402 0.290
H 0.074 -1.667 2.821 0.329
H -0.993 -1.982 1.565 0.290
H -4.367 1.359 -1.176 0.321
H -5.173 0.303 -2.099 0.323
O -4.786 1.177 -2.016 -0.644
H 3.537 5.894 -0.713 0.321
H 2.053 5.589 -1.051 0.323
O 2.803 5.310 -0.505 -0.644
```

Output
Gap between HOMO and LUMO   9.651 eV
Net charge   0
Highest occupied orbital energy   -8.88 eV
SMILES string   CNC.O.O

---

What should be chosen as the most stable of them? Choose entry P.